No. 1
# C8H8

One molecule with the formula C8H8 at a distorted geometry (wB97M-V/def2-TZVPD, OMol25).

**Total energy**: -309.3898 hartree
**HOMO energy**: -8.41 eV
**HOMO-LUMO gap**: 7.9 eV
**ΔE to the lowest compared entry with this formula, charge and spin**: 140.6 kcal per mole
**Total charge**: 0

Positions of all 16 atoms, in Å:
H 0.065 1.394 -0.966
C 1.741 -1.155 0.222
C -0.564 -0.407 0.015
H -0.006 -2.484 0.187
H 1.970 0.858 -0.766
H 3.403 -0.062 -0.263
C 0.306 -1.458 0.261
C -0.422 1.109 0.010
H 2.490 -1.789 0.693
H -2.288 1.588 -0.784
C 2.409 -0.095 -0.350
H 0.213 1.412 0.861
C -1.953 1.132 0.132
C -2.905 -1.278 -0.238
C -2.023 -0.356 -0.014
H -2.435 1.592 1.000

Forces on atoms 1 to 6 (eV/Å):
H -0.981 0.384 1.018
C 1.684 1.588 -0.745
C 2.248 -2.674 1.056
H -0.264 -0.190 0.475
H 0.296 -1.577 0.222
H 3.745 -0.015 0.321

So, what does the natural (NBO) scheme give us? The charges, in e, come out as: number 1, H, carries 0.225; number 2, C, carries -0.213; number 3, C, carries 0.093; number 4, H, carries 0.227; number 5, H, carries 0.181; number 6, H, carries 0.182; number 7, C, carries -0.240; number 8, C, carries -0.441; number 9, H, carries 0.208; number 10, H, carries 0.227; number 11, C, carries -0.371; number 12, H, carries 0.235; number 13, C, carries -0.371; number 14, C, carries 0.291; number 15, C, carries -0.470; number 16, H, carries 0.237

=====

No. 2
# C8H8AgF5N2

C8H8AgF5N2 as an isolated structure (wB97M-V/def2-TZVPD, OMol25).

**Total energy**: -1065.4150 hartree
**HOMO energy**: -8.43 eV
**HOMO-LUMO gap**: 8.7 eV
**Total charge**: 0

Positions of all 24 atoms, in Å:
F -0.424 -1.965 -2.246
F -3.390 0.663 -4.736
N 1.103 1.119 2.239
H 0.968 -1.241 3.489
C 2.220 0.362 2.813
H 2.512 0.713 3.806
C -2.618 0.505 -3.657
H 1.373 2.067 2.011
C -2.534 1.507 -2.708
Ag 0.225 -0.078 0.319
C -1.106 -0.796 -2.355
H 2.676 -1.649 3.398
H 0.336 1.185 2.899
F -1.979 -1.632 -4.404
C -1.727 1.313 -1.601
C 1.872 -1.114 2.888
C -0.994 0.171 -1.386
F -1.691 2.335 -0.708
H 1.183 -2.565 1.590
H 2.447 -1.727 1.009
F -3.233 2.638 -2.879
C -1.896 -0.662 -3.483
H 3.084 0.494 2.157
N 1.592 -1.641 1.547

Forces on atoms 1 to 6 (eV/Å):
F 0.019 0.035 0.061
F -0.020 0.005 -0.028
N 0.007 -0.054 0.094
H -0.005 -0.002 0.007
C -0.009 0.071 -0.064
H -0.016 0.004 0.031

So, what does the natural (NBO) scheme give us? The charges, in e, come out as: number 1, F, carries -0.335; number 2, F, carries -0.296; number 3, N, carries -0.867; number 4, H, carries 0.194; number 5, C, carries -0.230; number 6, H, carries 0.189; number 7, C, carries 0.256; number 8, H, carries 0.388; number 9, C, carries 0.246; number 10, Ag, carries 0.640; number 11, C, carries 0.273; number 12, H, carries 0.189; number 13, H, carries 0.376; number 14, F, carries -0.308; number 15, C, carries 0.296; number 16, C, carries -0.230; number 17, C, carries -0.523; number 18, F, carries -0.335; number 19, H, carries 0.388; number 20, H, carries 0.377; number 21, F, carries -0.300; number 22, C, carries 0.285; number 23, H, carries 0.194; number 24, N, carries -0.867

=====

No. 3
# C8H8AlBrCl21NO4P

C8H8AlBrCl21NO4P as an isolated structure (wB97M-V/def2-TZVPD, OMol25).

**Total energy**: -13487.2974 hartree
**HOMO energy**: -4.73 eV
**HOMO-LUMO gap**: 6.3 eV
**Total charge**: -1

Positions of all 45 atoms, in Å:
H 1.707 -0.192 -0.653
Cl -1.096 -1.655 4.100
Cl -0.972 3.729 -7.551
H -5.500 -1.614 1.746
Cl -0.136 4.330 -3.253
H -1.562 -2.759 0.048
O 3.285 -3.265 1.944
C -2.891 -3.457 1.570
Cl -1.011 0.879 -7.982
Cl 0.859 2.673 -1.110
Cl 3.037 -0.229 -2.706
Cl 8.048 5.726 -0.304
C -0.077 2.686 -2.597
H -2.844 -3.946 2.543
Cl -3.467 2.386 -8.094
H -3.557 -1.730 2.676
Cl -5.286 -0.997 4.994
H -3.472 -4.074 0.879
C -1.896 2.244 -7.293
O 1.654 -0.663 0.184
Cl -4.111 1.615 5.350
Br 0.962 1.232 2.565
C 6.644 4.651 -0.242
C 4.656 -0.768 -2.228
Al -0.211 -2.250 2.181
Cl 0.697 1.621 -3.780
N 2.153 -3.384 1.604
C -4.551 0.111 6.158
Cl -2.122 1.990 -5.569
P 0.270 -0.245 0.975
O -4.995 -2.287 1.288
Cl -1.723 2.131 -2.273
Cl 5.521 0.615 -1.549
H -3.131 -1.392 1.011
C -3.617 -2.125 1.664
Cl 5.565 5.164 1.052
Cl 7.183 2.999 0.060
C -1.467 -3.265 1.014
Cl -5.731 0.455 7.440
Cl 5.788 4.711 -1.785
H -0.983 -4.228 0.834
Cl 5.513 -1.359 -3.661
Cl 4.527 -2.041 -1.029
O 1.262 -3.234 2.604
Cl -3.122 -0.633 6.852

Forces on atoms 1 to 6 (eV/Å):
H 0.087 0.128 0.004
Cl 0.086 -0.140 -0.179
Cl 0.018 0.032 -0.010
H -0.083 0.138 0.003
Cl -0.008 0.031 -0.041
H 0.128 -0.057 -0.123

So, what does the natural (NBO) scheme give us? The charges, in e, come out as: number 1, H, carries 0.484; number 2, Cl, carries -0.617; number 3, Cl, carries 0.049; number 4, H, carries 0.459; number 5, Cl, carries 0.039; number 6, H, carries 0.209; number 7, O, carries -0.354; number 8, C, carries -0.415; number 9, Cl, carries 0.051; number 10, Cl, carries 0.090; number 11, Cl, carries 0.035; number 12, Cl, carries 0.044; number 13, C, carries -0.227; number 14, H, carries 0.198; number 15, Cl, carries 0.046; number 16, H, carries 0.180; number 17, Cl, carries 0.051; number 18, H, carries 0.194; number 19, C, carries -0.228; number 20, O, carries -0.995; number 21, Cl, carries 0.061; number 22, Br, carries -0.338; number 23, C, carries -0.229; number 24, C, carries -0.228; number 25, Al, carries 1.494; number 26, Cl, carries 0.045; number 27, N, carries 0.353; number 28, C, carries -0.227; number 29, Cl, carries 0.077; number 30, P, carries 0.336; number 31, O, carries -0.739; number 32, Cl, carries 0.064; number 33, Cl, carries 0.046; number 34, H, carries 0.155; number 35, C, carries -0.071; number 36, Cl, carries 0.067; number 37, Cl, carries 0.064; number 38, C, carries -1.016; number 39, Cl, carries 0.028; number 40, Cl, carries 0.059; number 41, H, carries 0.221; number 42, Cl, carries 0.033; number 43, Cl, carries 0.106; number 44, O, carries -0.739; number 45, Cl, carries 0.087

=====

No. 4
# C8H8AlF12O13S4

C8H8AlF12O13S4 as an isolated structure at a distorted geometry (wB97M-V/def2-TZVPD, OMol25).

**Total energy**: -4321.2631 hartree
**HOMO energy**: -7.66 eV
**HOMO-LUMO gap**: 3.6 eV
**ΔE to the lowest compared entry with this formula, charge and spin**: 0.0 kcal per mole
**Total charge**: -1

Positions of all 46 atoms, in Å:
H -3.738 10.973 5.445
O -6.742 8.351 8.450
O -6.558 9.941 3.577
F -6.479 10.596 0.763
F -5.966 2.589 2.978
O -7.011 3.683 5.467
S -6.291 8.696 9.807
O -6.142 10.094 10.088
S -2.982 9.776 8.208
O -5.132 7.911 10.170
C -6.438 9.293 0.962
H -3.658 10.170 1.788
S -5.786 4.278 5.010
F -4.070 12.009 9.127
F -7.151 8.611 0.078
C -2.868 9.810 2.442
C -2.686 10.919 3.474
H -1.620 11.189 3.514
F -1.954 11.870 9.422
F -8.590 7.341 10.249
C -3.109 10.332 4.835
H -3.886 7.885 2.788
H -2.146 10.211 5.330
O -4.322 9.553 7.634
S -7.015 8.858 2.691
F -6.770 4.540 2.596
O -2.808 9.086 9.459
O -3.815 9.146 4.488
C -2.945 11.600 8.570
C -7.712 8.102 10.892
F -7.219 7.453 11.935
F -5.174 8.870 0.790
F -2.721 12.266 7.436
Al -6.021 8.350 5.885
H -1.978 9.586 1.858
C -3.251 8.598 3.304
H -2.357 8.043 3.615
H -3.066 11.923 3.271
C -5.755 3.897 3.186
F -8.375 9.192 11.309
O -6.311 7.646 3.119
O -8.431 8.733 2.510
F -4.607 4.263 2.637
O -5.691 5.739 5.051
O -1.880 9.512 7.320
O -4.613 3.653 5.572

Forces on atoms 1 to 6 (eV/Å):
H -0.154 -0.073 -0.077
O -1.017 -0.744 -3.005
O -0.043 0.448 0.539
F -0.328 0.098 -0.295
F 0.445 0.209 0.127
O -0.366 0.652 -0.401

So, what does the natural (NBO) scheme give us? The charges, in e, come out as: number 1, H, carries 0.202; number 2, O, carries -0.990; number 3, O, carries -0.979; number 4, F, carries -0.299; number 5, F, carries -0.316; number 6, O, carries -0.946; number 7, S, carries 2.307; number 8, O, carries -0.932; number 9, S, carries 2.314; number 10, O, carries -0.881; number 11, C, carries 0.740; number 12, H, carries 0.220; number 13, S, carries 2.333; number 14, F, carries -0.294; number 15, F, carries -0.298; number 16, C, carries -0.436; number 17, C, carries -0.435; number 18, H, carries 0.201; number 19, F, carries -0.311; number 20, F, carries -0.310; number 21, C, carries -0.086; number 22, H, carries 0.233; number 23, H, carries 0.224; number 24, O, carries -0.959; number 25, S, carries 2.291; number 26, F, carries -0.317; number 27, O, carries -0.836; number 28, O, carries -0.546; number 29, C, carries 0.720; number 30, C, carries 0.732; number 31, F, carries -0.298; number 32, F, carries -0.326; number 33, F, carries -0.323; number 34, Al, carries 1.727; number 35, H, carries 0.216; number 36, C, carries -0.077; number 37, H, carries 0.178; number 38, H, carries 0.214; number 39, C, carries 0.715; number 40, F, carries -0.317; number 41, O, carries -0.956; number 42, O, carries -0.931; number 43, F, carries -0.312; number 44, O, carries -1.000; number 45, O, carries -0.931; number 46, O, carries -0.926

=====

No. 5
# C8H8BBa2Br4O8

C8H8BBa2Br4O8 as an isolated structure at a distorted geometry (wB97M-V/def2-TZVPD, OMol25).

**Total energy**: -11282.2013 hartree
**Multiplicity**: 2
**⟨S²⟩**: 0.75
**HOMO energy (alpha / beta)**: -18.19 / -18.19 eV
**HOMO-LUMO gap (alpha / beta)**: 6.6 / 3.1 eV
**Total charge**: +4

Positions of all 31 atoms, in Å:
Ba -4.710 -1.948 1.915
C 2.893 0.486 3.017
H 3.737 0.127 2.427
C 2.097 -0.689 3.669
C 1.413 -1.165 -2.281
O 0.451 -0.441 -1.900
O 1.420 -1.367 0.043
Br 0.344 0.035 4.440
B 0.291 -0.517 -0.438
C 2.071 -1.688 -1.032
Ba 2.991 -3.876 -3.583
O 1.641 -1.640 -3.390
C -2.625 0.884 -2.962
O -1.069 -0.974 -0.041
O -0.951 2.237 1.379
Br -4.202 2.277 -0.831
C -0.741 1.166 0.874
H -3.555 0.499 -3.381
H 2.719 -1.227 4.384
Br -1.197 0.997 -4.421
O 2.954 -2.449 -1.139
C -1.706 -0.104 0.719
O -2.746 -0.311 1.362
H -1.780 2.430 -1.578
Br 3.702 1.498 4.513
H 1.953 -1.304 2.780
O 0.412 0.827 0.211
H -2.496 -0.024 -2.372
H -2.787 3.013 -2.745
C -2.727 2.174 -2.052
H 2.204 1.075 2.411

Forces on atoms 1 to 6 (eV/Å):
Ba 0.117 0.667 -0.087
C -1.132 -0.885 0.999
H 0.253 0.007 0.186
C 0.329 1.256 -0.813
C -0.548 -0.862 -0.475
O -1.416 0.827 -0.261

So, what does the natural (NBO) scheme give us? The charges, in e, come out as: number 1, Ba, carries 1.976; number 2, C, carries -0.468; number 3, H, carries 0.280; number 4, C, carries -0.434; number 5, C, carries 0.733; number 6, O, carries -0.556; number 7, O, carries -0.605; number 8, Br, carries 0.048; number 9, B, carries 1.171; number 10, C, carries 0.701; number 11, Ba, carries 1.965; number 12, O, carries -0.701; number 13, C, carries -0.428; number 14, O, carries -0.638; number 15, O, carries -0.434; number 16, Br, carries 0.037; number 17, C, carries 0.673; number 18, H, carries 0.241; number 19, H, carries 0.258; number 20, Br, carries 0.015; number 21, O, carries -0.638; number 22, C, carries 0.781; number 23, O, carries -0.772; number 24, H, carries 0.225; number 25, Br, carries 0.799; number 26, H, carries 0.243; number 27, O, carries -0.671; number 28, H, carries 0.175; number 29, H, carries 0.261; number 30, C, carries -0.511; number 31, H, carries 0.276

=====

No. 6
# C8H8BF2NO3

One molecule with the formula C8H8BF2NO3 at a distorted geometry (wB97M-V/def2-TZVPD, OMol25).

**Total energy**: -814.8305 hartree
**HOMO energy**: -9.68 eV
**SMILES string**: O=C(NCB(O)O)c1c(F)cccc1F
**HOMO-LUMO gap**: 9.9 eV
**Total charge**: 0

Positions of all 23 atoms, in Å:
H -0.147 3.502 -3.796
N -0.688 0.225 -1.151
H -0.354 2.689 -0.477
H 0.457 -3.964 1.187
C -0.044 -1.957 0.665
C 1.751 -1.254 2.647
H -2.365 1.421 -1.203
H 2.421 -0.921 3.438
C -1.567 1.096 -1.881
C -0.464 0.464 0.174
O -0.168 3.174 -1.311
H -0.576 -0.718 -1.502
C 0.253 -0.602 0.899
F -0.863 -2.309 -0.359
F 1.656 1.046 1.846
O -0.874 1.463 0.729
B -0.836 2.440 -2.261
C 1.520 -2.585 2.378
H 1.897 -3.385 2.995
C 1.214 -0.241 1.864
H -2.053 0.531 -2.675
O -0.790 2.803 -3.596
C 0.619 -2.919 1.392

Forces on atoms 1 to 6 (eV/Å):
H -0.388 -0.099 0.272
N 0.448 -0.579 0.908
H 0.234 0.657 0.184
H -0.235 -0.135 -0.150
C 1.189 0.906 0.427
C 1.346 1.652 0.737

So, what does the natural (NBO) scheme give us? The charges, in e, come out as: number 1, H, carries 0.494; number 2, N, carries -0.580; number 3, H, carries 0.510; number 4, H, carries 0.232; number 5, C, carries 0.426; number 6, C, carries -0.287; number 7, H, carries 0.227; number 8, H, carries 0.235; number 9, C, carries -0.592; number 10, C, carries 0.663; number 11, O, carries -0.897; number 12, H, carries 0.416; number 13, C, carries -0.265; number 14, F, carries -0.322; number 15, F, carries -0.298; number 16, O, carries -0.630; number 17, B, carries 1.098; number 18, C, carries -0.171; number 19, H, carries 0.231; number 20, C, carries 0.463; number 21, H, carries 0.230; number 22, O, carries -0.894; number 23, C, carries -0.287